1.
Below is the ion C21H41FI2NOS with charge +1, with properties calculated with the ωB97M-V functional and the def2-TZVPD basis.

```
68
Properties=species:S:1:pos:R:3
C 4.898 -1.719 -0.408
C 3.819 -2.750 -0.793
C 2.509 -2.604 -0.038
C 1.982 -1.129 0.024
C 0.473 -1.233 -0.148
N -0.339 0.047 -0.011
C 0.097 0.788 1.220
C 1.276 1.774 1.106
C 0.816 3.218 1.295
C -1.804 -0.445 0.292
C -2.216 -1.777 -0.475
C -3.728 -1.981 -0.647
C -4.204 -1.868 -2.102
I -3.931 -3.766 -3.097
C -2.079 -0.886 1.741
C -2.607 0.129 2.793
C -1.782 0.048 4.106
I -4.641 -0.406 3.349
C -2.667 0.608 -0.444
C -3.833 1.356 0.164
O -1.663 1.611 -0.845
C -0.584 0.849 -1.248
F -0.826 0.063 -2.307
C 0.377 1.915 -1.798
S 1.857 1.254 -2.646
C 3.047 2.605 -2.337
C 4.419 2.071 -1.941
H 4.870 -0.895 -1.113
H 4.745 -1.399 0.617
H 5.870 -2.185 -0.514
H 4.218 -3.726 -0.527
H 3.665 -2.800 -1.864
H 1.758 -3.195 -0.564
H 2.562 -2.975 0.982
H 2.489 -0.581 -0.758
H 2.278 -0.766 1.001
H 0.163 -1.935 0.610
H 0.334 -1.653 -1.129
H 0.361 0.089 1.991
H -0.736 1.402 1.523
H 1.965 1.596 1.926
H 1.880 1.651 0.215
H 1.630 3.923 1.171
H 0.051 3.479 0.567
H 0.341 3.324 2.264
H -1.750 -1.886 -1.452
H -1.841 -2.615 0.100
H -3.930 -3.007 -0.367
H -4.346 -1.392 0.021
H -3.658 -1.130 -2.670
H -5.270 -1.692 -2.096
H -1.179 -1.317 2.169
H -2.767 -1.713 1.776
H -2.585 1.161 2.484
H -0.761 -0.277 3.928
H -1.829 0.980 4.654
H -2.246 -0.697 4.741
H -3.021 0.322 -1.423
H -3.503 2.120 0.858
H -4.578 0.734 0.640
H -4.331 1.888 -0.638
H 0.620 2.716 -1.119
H -0.200 2.375 -2.586
H 3.137 3.235 -3.212
H 2.658 3.187 -1.509
H 4.305 1.361 -1.128
H 4.926 1.644 -2.799
H 5.040 2.880 -1.571
```

Its total charge is +1. Its SMILES is CCCCC[N@+]1(CCC)[C@@](CCCI)(C[C@H](C)I)[C@@H](C)O[C@@]1(F)CSCC. The value obtained for the molecular weight is 628.4 g mol⁻¹.


2.
Below is a structure of composition C21H41GaO2S2SeSi3, with properties calculated with the ωB97M-V functional and the def2-TZVPD basis.

```
71
Properties=species:S:1:pos:R:3
Ga -0.660 1.010 0.724
C -3.556 0.399 1.488
O -2.223 -0.139 1.376
Si -1.168 -0.930 2.547
C -1.650 -0.176 4.206
C -1.694 -2.700 2.717
C 0.375 -0.467 1.668
Si 1.830 0.086 2.716
C 3.170 0.883 1.707
C 2.457 -1.407 3.628
C 1.623 1.449 3.977
Si 0.825 -1.815 0.340
C -0.627 -2.302 -0.698
C 1.402 -3.408 1.129
C 2.102 -1.301 -0.919
H -4.296 -0.422 1.418
H -3.722 1.073 0.640
H -3.675 0.947 2.426
H -2.710 -0.436 4.357
H -1.506 0.912 4.280
H -1.114 -0.604 5.033
H -2.735 -2.675 2.977
H -1.132 -3.176 3.518
H -1.618 -3.334 1.816
H 3.533 0.276 0.871
H 3.986 1.065 2.401
H 2.842 1.858 1.327
H 3.074 -2.018 2.988
H 1.642 -2.033 4.019
H 3.010 -1.049 4.489
H 1.394 2.393 3.487
H 2.614 1.553 4.418
H 0.939 1.234 4.814
H -1.606 -2.363 -0.224
H -0.399 -3.304 -1.059
H -0.745 -1.641 -1.548
H 1.195 -3.480 2.194
H 2.460 -3.539 0.999
H 0.875 -4.231 0.664
H 1.893 -0.357 -1.366
H 2.003 -2.044 -1.707
H 3.120 -1.327 -0.559
C 0.843 5.245 -0.127
O 0.316 4.082 0.539
C -0.366 4.228 1.651
S -0.473 5.620 2.526
S -1.223 2.743 2.073
H 1.459 4.842 -0.923
H 1.427 5.859 0.545
H 0.013 5.828 -0.551
C -0.413 -1.716 -6.459
C -0.492 -0.896 -5.183
C 0.563 -0.074 -4.775
C 0.445 0.745 -3.636
C 1.558 1.674 -3.317
C -0.745 0.666 -2.865
Se -0.868 1.948 -1.449
C -1.818 -0.119 -3.259
C -3.129 -0.191 -2.503
C -1.664 -0.873 -4.423
H 0.611 -1.967 -6.719
H -0.798 -1.186 -7.319
H -0.960 -2.642 -6.387
H 1.468 -0.024 -5.383
H 2.379 1.616 -4.024
H 1.963 1.481 -2.314
H 1.223 2.716 -3.301
H -2.978 -0.645 -1.519
H -3.843 -0.775 -3.045
H -3.523 0.820 -2.375
H -2.504 -1.465 -4.758
```

The energy above the lowest of the compared OMol25 structures with the same formula, charge and spin comes out at 0.054 eV. The value obtained for the molecular weight is 622.6 g mol⁻¹.


3.
Below is a cluster of 4 separate species, C21H42BN4O6P2S in total, with properties calculated with the ωB97M-V functional and the def2-TZVPD basis.

```
77
Properties=species:S:1:pos:R:3
C -1.322 0.207 4.071
P -1.313 0.545 2.241
C -1.834 2.328 1.883
C -2.624 -0.445 1.312
O -4.015 -0.083 1.445
B -4.700 -1.414 1.459
P -5.453 -1.993 3.166
O -4.148 -2.395 4.222
O -6.224 -0.644 3.918
O -3.781 -2.362 0.807
C -2.487 -2.037 1.318
C -1.341 -2.602 0.405
S -0.560 -4.041 1.206
O 0.653 -4.394 0.456
O -0.137 -3.695 2.572
H -1.997 0.874 4.662
H -1.492 -0.858 4.323
H -0.294 0.447 4.438
H -1.359 3.001 2.624
H -2.937 2.439 1.920
H -1.503 2.620 0.862
H -2.405 -0.133 0.247
H -5.681 -1.247 0.773
H -3.494 -1.684 4.109
H -6.017 -0.775 4.856
H -2.291 -2.457 2.335
H -0.599 -1.780 0.312
H -1.694 -2.852 -0.616
H -1.449 -5.083 1.343
C -1.356 1.291 -3.628
C -0.217 2.296 -3.770
C 0.164 2.954 -2.442
C -0.993 3.692 -1.887
N -1.890 4.267 -1.464
H -2.274 1.771 -3.283
H -1.575 0.826 -4.590
H -1.095 0.501 -2.920
H -0.508 3.064 -4.493
H 0.659 1.788 -4.178
H 0.989 3.652 -2.591
H 0.485 2.200 -1.720
C 4.782 6.002 -3.735
C 3.968 5.984 -2.446
C 4.260 4.759 -1.574
C 3.926 3.517 -2.309
N 3.666 2.558 -2.876
H 4.544 5.147 -4.371
H 4.564 6.904 -4.309
H 5.853 5.985 -3.523
H 2.905 6.014 -2.695
H 4.188 6.888 -1.872
H 3.666 4.798 -0.660
H 5.314 4.731 -1.292
C 3.923 0.920 3.503
C 3.968 1.940 2.371
C 2.827 2.960 2.444
C 1.518 2.276 2.351
N 0.513 1.723 2.265
H 3.012 0.320 3.466
H 4.767 0.233 3.429
H 3.971 1.413 4.478
H 3.931 1.412 1.415
H 4.924 2.472 2.407
H 2.908 3.675 1.623
H 2.868 3.516 3.382
C -0.057 -6.810 -1.150
C -1.311 -7.445 -1.744
C -1.319 -7.433 -3.275
C -1.265 -6.042 -3.781
N -1.224 -4.966 -4.170
H 0.025 -5.758 -1.415
H -0.082 -6.867 -0.062
H 0.843 -7.323 -1.497
H -2.191 -6.916 -1.367
H -1.387 -8.480 -1.398
H -2.226 -7.909 -3.651
H -0.461 -7.984 -3.666
```

Its total charge is -1. The value obtained for the molecular weight is 551.4 g mol⁻¹.


no.,frontier orbital gap (eV),electronic energy (eV)
1,9.498,-55726.1134
2,8.676,-189568.7614
3,4.749,-70791.5443